Density functional theory data (ωB97M-V/def2-TZVPD) for a cluster of 11 separate species, C19H39Cl21O12S4 in total in a non-equilibrium geometry.

Structure (XYZ):
```
95
Properties=species:S:1:pos:R:3:forces:R:3:lowdin_charge:R:1
Cl 3.9606 3.3489 -2.7807 0.190 -0.621 -0.272 0.55
Cl 3.6731 1.0367 -4.7395 0.135 0.790 0.207 0.54
Cl -1.8909 -2.3410 -1.6502 -0.260 0.088 0.515 0.53
Cl 0.1624 3.1874 4.2301 0.146 0.210 -0.069 0.58
Cl 5.7814 2.5259 2.5365 0.543 -0.476 -0.626 0.49
Cl 7.2245 2.0246 -0.0356 0.320 0.440 0.020 0.54
Cl -4.2407 2.1411 1.4341 0.222 -0.232 -0.063 0.56
Cl -6.9910 3.0579 1.7147 0.510 0.092 -0.056 0.51
Cl 1.6502 3.1455 -4.4208 -0.287 0.089 -0.411 0.59
Cl 2.4099 -1.8754 7.5943 0.096 0.163 0.167 0.55
Cl -0.2222 5.8366 5.5644 -0.240 -0.853 -0.596 0.50
Cl -2.2014 4.7899 3.6217 0.340 0.072 0.043 0.53
Cl -3.8081 -0.9568 0.1339 0.323 0.050 0.324 0.54
Cl 4.7240 0.7841 0.4936 -0.013 -0.260 0.067 0.56
Cl 1.8569 -5.2046 1.6325 0.180 -0.429 -0.302 0.53
Cl -0.0842 -5.1185 -0.6478 0.161 -0.238 0.735 0.53
Cl -0.9443 -4.9583 2.2046 -0.059 0.030 -0.440 0.52
Cl 0.9613 -2.8820 5.3119 -0.036 0.021 -0.107 0.52
Cl -4.8485 4.9425 1.0694 0.067 0.068 -0.030 0.53
Cl -4.5677 -1.6343 -2.5241 0.362 0.359 0.003 0.55
Cl 2.9650 -0.8186 4.9265 0.006 0.405 -0.079 0.55
S 2.8735 -1.7398 -2.1183 -1.378 1.087 0.103 0.54
S 0.1196 1.9712 -0.0004 -0.470 -1.664 0.277 0.52
S -4.2893 1.1611 6.0163 2.904 2.500 -2.243 0.61
S -1.1964 0.0088 -4.9752 -2.617 -0.270 1.794 0.50
O 0.6631 1.3643 1.3449 -0.047 0.258 0.474 -0.28
O -5.2296 1.8206 5.1268 0.354 -0.325 1.450 -0.28
O 1.2172 2.3571 -0.8089 0.732 -0.100 -0.602 -0.27
O -0.4568 -0.3968 -6.2531 0.926 0.186 -1.252 -0.24
O 2.6979 -0.3125 -1.9100 0.413 -1.517 0.018 -0.32
O -1.9738 -1.1363 -4.6088 0.073 -0.294 -0.323 -0.31
O 2.1045 -2.6616 -1.3259 0.165 0.145 -0.298 -0.30
O -4.0410 -0.2536 5.4259 -0.687 -1.170 1.851 -0.24
O -1.8992 1.2497 -5.1161 0.253 0.276 -0.728 -0.27
O 2.6050 -1.9757 -3.6452 0.140 0.571 -0.091 -0.29
O -2.9439 1.7750 6.1406 -2.470 -0.583 0.254 -0.32
O -0.8824 1.0463 -0.4712 0.171 0.099 -0.474 -0.30
C 0.2830 0.0198 1.8466 0.176 0.762 -0.485 -0.21
C 2.4986 -2.2093 5.8796 -0.334 -0.250 -0.194 -1.57
C -0.9855 4.3531 4.8459 -0.551 0.489 0.638 -1.50
C -5.2501 3.4644 1.9368 -1.091 0.039 -0.479 -1.54
C -4.8918 0.8085 7.5999 -0.497 -1.609 1.347 -0.13
C -3.5280 -0.3386 4.1296 -0.031 -0.291 -2.738 -0.29
C 4.5394 -2.1701 -1.9966 0.552 0.674 0.881 -0.12
C 0.3172 -4.6092 1.0081 0.090 -0.022 0.073 -1.54
C 2.8846 2.2174 -3.6117 -0.006 -0.598 0.400 -1.52
C 2.0820 -3.0715 -5.6811 -0.587 -0.926 -0.616 -0.05
C -3.2056 -1.1271 -1.5014 -0.092 -1.414 -0.465 -1.49
C -2.6290 -1.5389 3.9940 -0.356 -0.353 0.119 -0.06
C 6.2244 1.3558 1.2298 -0.418 0.013 0.437 -1.52
C 0.5834 0.1435 -8.3047 -0.002 -0.167 -0.204 -0.05
C -0.0184 0.2599 -3.7392 0.752 0.394 0.571 -0.15
C 1.3378 -0.9044 1.3386 0.326 -1.369 -0.867 -0.08
C -0.6896 3.3909 0.4746 -1.390 1.147 -1.124 -0.15
C 0.3807 0.6104 -6.8920 -0.237 -0.552 -0.847 -0.24
C 1.8734 -3.0875 -4.1808 -0.383 -0.293 0.105 -0.23
H 1.5501 -2.2448 -6.1591 -0.212 -0.111 0.272 0.06
H -2.7295 -0.2374 -1.8372 -0.198 0.876 -0.206 -0.01
H 0.4802 -3.5571 0.9713 -0.340 0.687 -0.148 -0.05
H 2.1604 -4.0070 -3.6354 0.087 0.330 -0.565 0.13
H -1.2155 3.7298 -0.4676 0.747 -0.144 0.936 0.11
H 1.5055 -1.7830 2.0051 -0.154 0.603 -0.340 0.08
H -1.5511 3.8893 5.6488 0.183 -0.057 -0.051 -0.02
H 1.0735 -1.2815 0.3192 0.243 0.304 0.816 0.07
H -3.0439 -2.3866 4.5191 -0.358 -0.311 0.074 0.09
H 1.3285 0.6143 -6.4103 0.786 0.086 0.731 0.06
H -0.7128 -0.2300 1.4608 0.155 0.157 0.382 0.11
H -3.0284 0.5820 3.8320 0.142 0.089 0.206 0.10
H -5.1553 3.6475 2.9793 0.356 0.006 0.733 -0.02
H 6.7938 0.5289 1.6669 -0.473 0.299 0.037 0.02
H -2.4687 -1.8372 2.9686 -0.276 0.093 -0.476 0.06
H -1.6630 -1.4060 4.3958 1.184 0.489 0.706 0.04
H -0.0427 4.1568 0.8727 0.194 0.059 0.090 0.08
H -0.0507 1.6010 -6.8227 -0.403 0.013 0.051 0.12
H -4.3583 -0.4731 3.4035 0.148 0.236 0.616 0.12
H 4.6717 -3.2089 -2.1845 -0.155 -0.942 0.098 0.07
H 2.4288 1.5394 -2.8876 0.072 0.558 0.089 -0.05
H -5.7305 0.0724 7.5758 0.426 0.873 -0.244 0.10
H 0.7934 -2.9424 -4.0005 0.406 0.044 0.112 0.13
H -0.3165 -0.1277 -8.8162 -0.872 0.225 -0.122 0.08
H -0.2913 1.2705 -3.3874 0.696 -0.563 0.198 0.06
H 2.2762 -0.3477 1.2383 -0.112 -0.266 0.193 0.05
H 4.7846 -1.9023 -0.9520 0.311 -0.172 -0.596 0.07
H 0.9963 0.1898 -4.1576 -0.280 0.171 0.348 0.03
H -4.1190 0.3465 8.2469 -0.064 0.273 -0.808 0.09
H 1.0901 0.8838 -8.8876 0.293 0.641 -0.302 0.08
H 0.3391 0.1250 2.9276 -0.328 0.102 0.006 0.10
H 3.2475 -2.9558 5.7030 0.235 -0.315 0.109 0.00
H 3.0758 -3.0429 -6.1229 0.424 -0.062 0.761 0.08
H -1.4730 3.1001 1.1393 -0.421 -0.010 0.722 0.01
H -5.1586 1.7326 8.0968 -0.293 0.258 -0.279 0.08
H -0.1722 -0.4998 -2.9614 0.116 0.301 -0.215 0.05
H 1.6425 -4.0237 -6.0318 -0.028 0.488 -0.120 0.09
H 5.1207 -1.6439 -2.7368 0.138 0.562 0.024 0.08
H 1.1769 -0.7475 -8.3788 0.537 -0.509 0.368 0.07
```
Forces are in eV/Å.

## Properties
charge = 0
energy relative to the best compared isomer or geometry (same formula, charge and spin) = 0.0 kcal per mole
LUMO energy = 0.05 eV
HOMO = -10.47 eV
SMILES string = CCOS(C)(=O)=O.CCOS(C)(=O)=O.CCOS(C)(=O)=O.CCOS(C)(=O)=O.ClC(Cl)Cl.ClC(Cl)Cl.ClC(Cl)Cl.ClC(Cl)Cl.ClC(Cl)Cl.ClC(Cl)Cl.ClC(Cl)Cl

Density functional theory data (ωB97M-V/def2-TZVPD) for a structure of composition C19H40AlF3IN6O7 in a non-equilibrium geometry.

Structure (XYZ):
```
77
Properties=species:S:1:pos:R:3:forces:R:3:lowdin_charge:R:1
I 3.8618 5.0954 1.6004 -0.294 0.075 0.170 0.33
Al 1.2960 5.1682 2.2459 -0.284 -0.975 -1.275 -0.05
F 2.4668 1.3783 2.7270 -0.506 1.410 1.250 -0.16
F -0.5972 4.8514 5.0188 1.499 2.386 -1.181 0.03
F 2.3876 5.0635 5.6845 -0.349 2.073 -1.759 0.03
O -0.4585 -0.4032 3.8553 -0.039 -0.134 -0.074 0.01
O -1.4820 -3.2357 -1.0490 -0.463 0.119 -0.521 0.00
O 0.2275 -5.7018 0.0782 0.296 -0.424 -0.088 0.01
O -0.9628 2.5116 -4.2735 -0.529 0.181 -0.050 0.00
O 3.3032 6.9134 4.5550 -3.614 -4.097 1.696 0.03
O -0.7509 7.1529 4.7777 2.245 -5.318 -0.687 0.07
O 1.1048 3.8994 -1.3301 0.135 -0.204 -0.261 -0.02
N -3.7163 -3.5418 -1.4630 0.608 -0.457 0.133 -0.20
N 2.2747 -6.5264 -0.5464 -0.524 0.425 -0.309 -0.21
N 2.3383 2.0531 -1.9092 0.005 0.449 0.408 -0.19
N -0.2787 -2.0480 2.2701 -0.514 0.096 0.920 -0.19
N 1.1903 6.2551 3.8411 -0.177 -2.601 3.568 0.02
N -2.5380 3.7992 -3.2089 0.073 -0.372 -1.005 -0.20
C 1.1298 -5.8055 -0.7304 0.234 -0.161 0.065 -0.32
C -1.9685 3.2007 -4.2929 -0.169 0.279 0.585 -0.33
C 3.3072 -6.6018 -1.5590 -0.051 -0.083 0.285 -0.07
C -0.7161 -1.5207 3.4484 0.368 -0.020 -0.617 -0.35
C 1.8247 2.4519 3.4893 -1.641 0.616 -0.349 -0.24
C -0.6268 -3.3910 1.8484 0.050 0.253 -0.085 -0.07
C 2.4625 -7.2387 0.7025 -0.281 0.146 0.070 -0.05
C 2.0036 3.1080 -1.1099 0.318 -0.458 -0.032 -0.35
C 3.4240 1.1560 -1.5766 -0.224 0.148 -0.110 -0.06
C -3.7359 4.6038 -3.3182 0.242 -0.120 0.147 -0.07
C 0.5628 -1.2380 1.4095 0.062 0.214 0.206 -0.04
C 0.7567 3.2075 2.5133 0.956 -1.009 0.002 -0.26
C -2.4405 -3.9636 -1.2234 -0.339 0.098 -0.202 -0.33
C 2.3522 6.1125 4.7215 2.283 3.290 -1.878 -0.45
C -4.8090 -4.4707 -1.6607 0.077 0.304 0.023 -0.07
C -0.0840 6.1043 4.5574 -1.850 4.405 0.841 -0.38
C -1.9255 3.6250 -1.9036 0.305 -0.045 -0.049 -0.03
C -3.9855 -2.1174 -1.5212 0.314 0.063 0.063 -0.04
C 1.5841 1.8224 -3.1293 -0.032 0.174 0.344 -0.06
H -0.9026 4.0034 -1.9341 -0.079 -0.148 0.227 0.07
H 3.0296 0.1407 -1.4780 0.191 -0.065 0.038 0.08
H -2.5150 3.3981 -5.2302 -0.088 0.079 -0.005 0.12
H 3.4177 -7.7654 0.7029 -0.091 0.103 -0.093 0.09
H -0.3286 3.0495 2.8343 1.504 0.030 -0.259 0.05
H 1.0878 -5.3040 -1.7108 0.065 0.005 -0.024 0.14
H -5.0427 -1.9354 -1.7188 0.106 -0.125 0.025 0.09
H 0.2893 -3.9712 1.7201 -0.214 -0.124 -0.057 0.07
H -1.3473 -2.2168 4.0259 -0.026 -0.133 -0.051 0.12
H 0.0242 -0.3273 1.1357 0.217 0.026 -0.047 0.09
H 4.2399 -6.2083 -1.1467 0.066 -0.050 -0.202 0.09
H -1.8972 2.5593 -1.6611 0.068 0.087 0.123 0.10
H -5.2425 -4.3052 -2.6507 -0.135 -0.150 0.063 0.09
H 0.8317 -1.7907 0.5080 -0.169 -0.050 0.121 0.08
H 0.4387 5.8490 1.0674 0.113 0.153 0.386 -0.08
H 2.5928 3.2082 3.8829 -0.618 -1.604 -0.790 0.06
H 4.1673 1.1837 -2.3785 0.104 -0.148 0.090 0.08
H 1.6631 2.7035 -3.7705 -0.198 -0.141 -0.061 0.09
H -5.5689 -4.2951 -0.8947 -0.101 -0.157 -0.109 0.09
H 1.9694 0.9481 -3.6569 0.055 0.070 0.124 0.08
H -4.5185 4.1639 -2.6942 -0.103 0.172 -0.050 0.09
H -1.1612 -3.3363 0.8961 0.330 -0.250 0.389 0.05
H -4.0849 4.6481 -4.3516 0.088 -0.045 0.063 0.08
H -3.7054 -1.6608 -0.5687 -0.049 0.133 -0.139 0.10
H 3.0330 -6.0207 -2.4409 -0.042 -0.030 0.135 0.08
H 3.8988 1.4479 -0.6382 -0.120 0.036 -0.063 0.09
H -1.2612 -3.8823 2.5894 0.098 0.115 0.075 0.08
H 3.4471 -7.6469 -1.8479 0.150 0.081 -0.124 0.09
H -4.4621 -5.5030 -1.5903 0.049 0.132 0.014 0.08
H -2.3450 -5.0613 -1.1990 -0.038 -0.027 0.030 0.13
H 1.2569 1.9997 4.3722 1.040 0.275 -1.251 0.11
H 0.5346 1.6665 -2.8781 0.144 0.052 -0.250 0.07
H 0.8787 2.6755 1.4890 -0.265 0.936 1.520 0.05
H -2.4922 4.1602 -1.1404 -0.008 -0.041 -0.158 0.09
H 2.6386 3.1883 -0.2131 -0.012 -0.063 -0.086 0.04
H -3.5171 5.6167 -2.9703 -0.200 0.011 -0.024 0.09
H 1.6473 -7.9551 0.8321 0.107 0.008 0.153 0.09
H -3.3808 -1.6709 -2.3145 -0.088 0.133 0.110 0.09
H 1.4682 -0.9580 1.9540 -0.050 0.178 -0.147 0.08
H 2.4359 -6.5247 1.5294 0.013 -0.185 0.060 0.09
```
Forces are in eV/Å.

## Properties
charge = -1
LUMO energy = 1.83 eV
HOMO = -5.41 eV

Density functional theory data (ωB97M-V/def2-TZVPD) for a cluster of 4 separate species, C19H40BrN3O6 in total in a non-equilibrium geometry.

Structure (XYZ):
```
69
Properties=species:S:1:pos:R:3:forces:R:3:lowdin_charge:R:1
Br -4.2829 -0.3366 -1.2721 0.153 -0.283 -1.403 0.57
O -2.1072 2.6877 0.2178 -0.573 0.505 -0.236 -0.01
O 1.4502 -0.3745 -2.9981 -1.178 -2.187 0.620 -0.18
O 5.0577 -1.8609 0.9422 -0.282 0.590 0.595 0.00
O 1.6907 2.7435 -1.6184 -2.434 -2.571 4.771 -0.18
O 1.4765 -3.5566 -1.5186 0.855 0.410 1.096 -0.28
O 0.1406 -1.5188 2.0331 -0.689 -0.146 0.189 -0.02
N -3.5587 4.4235 -0.2703 0.216 -1.435 0.009 -0.21
N 4.7907 -0.2092 2.5418 -0.634 -0.993 -0.740 -0.20
N -1.9904 -2.2346 2.5853 1.003 0.416 -1.142 -0.20
C 4.3560 -1.2284 1.7219 0.572 0.379 0.231 -0.34
C 1.4932 -1.0181 -1.6749 0.600 0.008 1.747 -0.28
C -1.6977 -2.2954 4.0023 0.331 0.117 -0.011 -0.05
C 1.2172 -3.8522 -0.1013 -0.137 0.759 0.920 -0.12
C 6.1869 0.1736 2.5061 0.090 -0.222 -0.247 -0.05
C 1.3054 2.9229 -0.0297 -1.670 -5.422 -3.354 -0.03
C 0.6364 -1.1300 -3.9630 -0.285 0.073 -1.596 -0.18
C -3.1827 3.0993 -0.1996 0.058 0.799 0.081 -0.33
C -4.8522 4.8310 -0.7779 0.195 0.057 0.074 -0.06
C -0.9321 -0.6084 -4.0808 -0.513 -1.149 0.129 -0.17
C -0.9988 -1.8361 1.7146 -0.516 -0.093 0.839 -0.32
C -3.3168 -2.5950 2.1294 0.102 0.009 0.115 -0.06
C 2.0455 0.1237 -0.5976 -2.187 1.803 -1.994 -0.05
C 3.8963 0.4923 3.4390 0.167 -0.026 -0.099 -0.06
C 2.4051 -2.3872 -1.6081 -0.365 0.005 1.214 -0.11
C -2.6310 5.4416 0.1773 0.264 -0.196 0.081 -0.05
C 0.9836 1.5049 -0.9785 1.262 2.105 0.889 -0.18
C -3.4643 -0.6372 -3.0851 2.517 -0.502 -1.389 -0.56
C -1.8820 -1.0736 -2.8208 -0.147 0.324 0.483 -0.31
H 1.1118 -0.9328 -5.0399 -0.896 -0.274 2.421 0.14
H 3.8951 1.5547 3.1784 -0.133 -0.005 0.176 0.09
H 4.2537 0.3666 4.4650 -0.176 0.132 0.028 0.09
H 3.2794 -1.4391 1.8275 -0.005 0.088 0.122 0.12
H 0.2124 3.2967 0.1556 2.581 -0.207 -0.205 0.08
H 6.4434 0.4894 1.4903 0.164 -0.013 0.161 0.09
H -0.2125 1.2551 -1.2628 3.658 0.922 0.552 0.15
H 3.1350 0.4885 -0.8194 -2.071 -0.818 0.483 0.13
H -4.7034 5.4829 -1.6436 -0.223 -0.012 0.031 0.09
H 2.8771 0.1034 3.3639 0.170 -0.010 -0.061 0.08
H -3.9605 2.4088 -0.5644 0.000 0.139 0.001 0.07
H 0.4172 -1.3274 -1.2606 2.151 0.630 -1.183 0.14
H 1.9819 2.3040 0.6970 -0.877 2.383 -1.212 0.09
H -0.8711 -2.9936 4.1653 -0.084 0.113 0.175 0.09
H -1.3834 -1.1480 -5.0451 1.016 1.200 1.912 0.13
H 3.0101 -2.3994 -0.5829 -0.938 0.298 -2.355 0.11
H -5.4485 3.9653 -1.0791 0.171 0.086 0.075 0.09
H 0.8183 -2.8578 0.3999 0.867 -2.207 -0.818 0.06
H -1.7119 5.3694 -0.4121 -0.009 0.158 0.163 0.09
H 3.1472 -2.5273 -2.5017 -1.642 0.313 1.594 0.15
H -5.3839 5.3778 0.0060 -0.141 0.005 -0.176 0.09
H 6.8004 -0.6929 2.7708 0.103 0.191 -0.069 0.09
H -2.5753 -2.6259 4.5640 0.121 0.059 -0.210 0.09
H 6.3814 0.9904 3.2061 -0.147 -0.158 -0.110 0.09
H -3.0657 6.4379 0.0614 0.006 -0.241 -0.017 0.09
H 2.2057 -4.1553 0.4467 -1.665 0.519 -1.014 0.11
H -4.0460 -1.9298 2.6009 -0.113 -0.133 -0.132 0.09
H -1.3925 -1.3023 4.3456 0.000 -0.175 0.140 0.09
H -3.9453 -1.5307 -3.6778 0.407 2.112 1.387 0.09
H 1.8311 -0.1461 0.5208 0.450 0.260 -2.273 0.09
H -2.3892 5.2648 1.2296 0.103 0.167 -0.107 0.09
H -1.5711 -0.5246 -1.8185 -0.430 -1.148 -2.170 0.06
H -1.8089 -2.2468 -2.6343 -0.131 2.528 -0.431 0.13
H 0.6883 -2.3093 -3.8207 -0.219 2.506 0.093 0.14
H -1.3262 -1.8248 0.6623 -0.133 -0.047 0.047 0.13
H -3.5221 -3.6293 2.4197 -0.176 0.067 -0.088 0.09
H 0.4319 -4.7138 0.0822 1.549 1.743 -0.943 0.11
H -1.0399 0.5474 -4.2316 0.528 -2.159 0.332 0.12
H -3.3987 -2.5043 1.0428 0.091 0.035 0.175 0.06
H -3.4008 0.3670 -3.7232 -0.703 -2.181 1.632 0.09
```
Forces are in eV/Å.

## Properties
charge = 0
LUMO energy = 0.42 eV
HOMO = -8.78 eV
SMILES string = COC[C@@H](C[C@H]1CO1)OCCCCBr.CN(C)C=O.CN(C)C=O.CN(C)C=O